# 1
A structure of composition C14H46B2CsLiN2O2 at a distorted geometry. Source: the Open Molecules 2025 dataset; level of theory: wB97M-V/def2-TZVPD.

The geometry in XYZ format:
```
68
Properties=species:S:1:pos:R:3:forces:R:3
Cs 3.482763 3.583302 2.982548 -0.13 -0.38 -0.23
Li 2.561541 -2.976699 2.990334 0.55 -0.25 -0.36
B 5.252105 -5.171826 3.111492 -0.02 -0.12 0.07
H 5.817939 -5.517840 2.260403 2.12 -1.27 -3.33
H 5.672381 -5.524445 4.040618 1.59 -1.32 3.69
H 5.229472 -4.093059 3.109049 0.02 4.99 0.03
H 4.229038 -5.504130 3.027018 -4.52 -1.62 -0.37
B 1.936302 -0.617474 0.751325 0.20 -0.28 0.06
H 2.993670 -0.829422 0.787211 4.33 -0.90 -0.03
H 1.387693 -1.453248 0.345399 -2.12 -3.29 -1.66
H 1.617476 -0.469665 1.771494 -1.55 0.76 4.62
H 1.750081 0.274462 0.173406 -0.77 3.64 -2.25
C 2.082889 -1.911387 7.034007 0.47 0.08 -0.09
C 0.663757 -2.262050 6.598196 0.88 0.07 0.42
N 0.590922 -3.507033 5.810779 -0.56 0.46 0.16
C -0.796406 -3.593398 5.251262 0.09 -1.14 0.13
C -0.928644 -4.686664 4.205363 0.41 0.46 -0.76
C 1.018582 -4.684595 6.629677 -0.45 -0.76 0.23
C 0.202528 -4.937140 7.909341 -0.10 0.24 -0.05
H 2.650111 -1.510193 6.194135 0.05 -0.02 -0.17
H 2.682561 -2.734856 7.421823 -0.27 -0.11 0.06
H 2.089422 -1.133469 7.797480 -0.18 0.03 0.06
H 0.030189 -2.278622 7.484992 -0.27 -0.27 0.16
H 0.328734 -1.391486 6.034304 -0.30 -0.31 -0.44
H -1.594279 -3.815550 5.959887 0.21 0.14 0.87
H -1.103061 -2.635290 4.831638 0.48 0.10 -0.13
H -0.635630 -5.682077 4.539138 -0.01 0.14 0.12
H -1.936200 -4.741922 3.793188 -0.11 0.02 0.23
H -0.297469 -4.394813 3.365993 0.18 -0.34 -0.20
H 2.078268 -4.711832 6.883499 0.08 0.93 -0.11
H 0.994723 -5.615330 6.062892 -0.52 0.26 -0.60
H 0.413972 -5.905993 8.361797 0.20 -0.08 -0.24
H -0.863527 -4.928999 7.682288 -0.06 0.04 0.10
H 0.395512 -4.203843 8.692383 -0.04 0.15 -0.06
C -3.125792 6.431904 -6.605077 -0.32 0.22 -0.80
C -2.350762 5.294222 -7.303873 -0.05 0.07 1.64
N -2.259839 4.125659 -6.392464 1.11 -0.71 0.63
C -3.514070 3.385808 -6.211254 -0.50 0.39 -1.71
C -4.091838 2.826984 -7.574582 1.37 0.35 1.32
C -1.559714 4.313840 -5.066933 0.71 0.94 -0.42
C -0.208658 5.138450 -5.116174 -1.56 -0.26 -0.45
H -2.677055 6.914170 -5.736665 0.53 -0.40 -0.02
H -4.084737 6.050124 -6.254664 -0.12 0.10 -0.15
H -3.311810 7.244987 -7.306781 -0.20 0.04 -0.10
H -2.804763 4.994650 -8.248453 -0.45 -0.12 0.30
H -1.371846 5.626941 -7.649022 0.27 -0.07 0.49
H -4.314505 4.030196 -5.847695 -0.12 0.13 0.69
H -3.372141 2.557919 -5.516597 0.17 0.12 -0.02
H -4.498319 3.621758 -8.200057 -0.24 -0.14 0.15
H -4.825503 2.061103 -7.323078 -0.05 0.07 -0.37
H -3.220428 2.416617 -8.084823 -0.24 -0.37 -0.26
H -2.185602 4.789045 -4.311596 -0.52 0.56 -0.12
H -1.348012 3.372896 -4.559088 -0.02 -0.51 -0.70
H 0.590614 4.571415 -5.593383 -0.02 0.15 0.02
H -0.413379 6.062024 -5.657656 0.25 -0.06 -0.32
H 0.088383 5.502182 -4.132528 0.00 -0.51 0.18
C 3.504383 0.130670 -5.018167 0.17 1.16 0.00
O 4.071166 -0.369644 -3.820195 0.14 -0.47 -0.30
H 2.531815 0.616229 -4.937952 -0.25 -0.29 0.46
H 4.154891 0.938350 -5.353721 0.19 0.05 -0.23
H 3.437965 -0.571623 -5.849112 0.13 -0.53 0.41
H 3.538018 -0.263059 -3.029000 -0.40 0.07 -0.30
C -3.086158 1.293380 0.336165 0.63 0.25 -0.45
O -1.988123 1.668003 1.147740 -0.01 0.34 1.02
H -3.104538 2.025984 -0.470715 -0.21 -0.42 -0.58
H -2.910629 0.268182 0.010196 -0.50 0.09 -0.41
H -4.056281 1.387176 0.824183 0.25 -0.16 0.53
H -1.230149 1.110041 0.958661 -0.03 -0.14 -0.11
```
Positions in Å, forces in eV/Å.

Results
- HOMO (eV) = -7.497

Here are the Löwdin charges for atoms 1 to 6, given in e: 0.94, 0.76, -0.43, -0.10, -0.10, -0.14

# 2
A structure of composition C14H46CuF3N20O12 at a distorted geometry. Source: the Open Molecules 2025 dataset; level of theory: wB97M-V/def2-TZVPD.

The geometry in XYZ format:
```
96
Properties=species:S:1:pos:R:3:forces:R:3
Cu 0.959259 5.002247 2.297644 -0.22 -0.53 -0.13
C -0.940816 -0.051922 1.432817 -1.73 3.04 -0.78
O 0.444965 -0.119007 1.532858 0.33 -1.71 0.45
O -1.313442 1.279127 1.123917 0.56 -2.78 0.22
C -1.525003 -1.112843 0.329696 -0.27 1.50 -0.09
F -2.742160 -1.635572 0.643342 -0.55 1.28 0.15
F -1.553015 -0.576388 -0.911385 -0.68 0.45 0.37
F -0.840386 -2.205743 0.153054 2.43 -1.84 0.41
C 0.967568 -1.117257 2.472097 -0.43 1.34 -0.69
C 2.191244 -1.618821 1.825177 1.59 -0.73 -0.03
H 2.723126 -2.259176 2.528849 0.18 -0.20 0.05
H 1.949064 -2.229799 0.955615 -0.14 0.06 -0.02
H 2.904050 -0.861259 1.499438 -0.23 0.26 0.09
H 0.387009 -2.008087 2.711844 -0.93 0.28 -0.44
H 1.104782 -0.597398 3.420258 0.35 0.04 0.12
H -1.379415 -0.339347 2.388387 -0.27 -0.47 0.29
C -4.821889 -0.160413 -8.603924 -4.31 0.45 -5.53
O -5.631877 -0.854803 -9.229882 0.19 0.06 0.51
N -4.626353 1.133787 -8.941437 0.54 1.36 0.24
N -4.101267 -0.569395 -7.656813 3.62 -2.01 4.59
H -3.762766 1.505847 -8.572805 -0.33 0.70 -0.60
H -5.051705 1.499330 -9.781405 0.28 -0.22 0.28
H -4.077364 -1.561545 -7.469286 0.07 0.34 0.12
H -3.371518 0.048018 -7.330656 -0.03 -0.64 0.40
C 9.699943 -2.197195 -3.722320 1.18 3.95 -2.13
O 9.619042 -1.016016 -3.980532 0.06 1.55 -0.42
N 10.475242 -3.032696 -4.362809 2.73 -1.90 -2.90
N 9.055214 -2.788896 -2.819100 -3.51 -3.52 4.81
H 10.948040 -2.670160 -5.178360 0.06 -0.33 0.27
H 10.697695 -3.947368 -3.996778 0.17 0.37 -0.35
H 9.058467 -3.784663 -2.988044 -0.78 0.11 1.18
H 8.511654 -2.331225 -2.101351 0.06 -0.21 -0.45
C -6.687429 -3.326153 5.209982 4.82 1.19 -0.87
O -5.842795 -2.562279 5.701102 -0.29 -1.19 -0.54
N -7.914110 -3.302387 5.467369 -6.00 0.85 2.49
N -6.513711 -4.214270 4.214855 3.14 -0.61 -1.17
H -8.156189 -2.507592 6.041651 -1.02 -0.35 -0.20
H -8.449167 -3.794793 4.766399 -1.08 0.91 0.91
H -5.555684 -4.162844 3.899199 -0.30 -0.90 -0.61
H -7.223607 -4.856009 3.891880 0.74 0.11 0.00
C -7.662677 -4.712013 -2.985405 -4.42 0.74 -3.89
O -8.327016 -4.866265 -3.997484 0.37 -0.95 -1.66
N -8.242508 -4.069475 -2.023924 -2.09 2.07 4.13
N -6.453883 -4.988919 -2.750018 5.64 -1.77 1.29
H -7.743383 -3.894836 -1.163412 -0.66 0.49 -0.10
H -9.122602 -3.631685 -2.256053 0.25 -0.16 0.44
H -6.231643 -4.794437 -1.784160 1.24 -0.36 -0.59
H -5.789615 -5.319563 -3.435227 -0.33 -0.03 0.38
C 7.288139 2.294422 5.838050 1.88 -1.05 -0.30
O 7.156539 2.715558 4.730164 -0.97 1.43 -2.00
N 7.350962 0.988096 6.106788 -1.02 -1.07 0.05
N 7.736652 2.963650 6.890779 0.09 2.54 1.92
H 7.381900 0.440644 5.258585 -0.12 -0.79 0.91
H 7.456785 0.816777 7.096508 0.12 -1.57 -0.85
H 7.805915 2.485452 7.777705 0.16 0.79 -0.13
H 7.857657 3.961999 6.797187 -0.15 -0.26 0.41
C 4.880150 2.912338 -2.002817 -2.47 0.10 1.46
O 4.261693 3.462494 -1.104192 -0.09 0.29 0.32
N 6.020630 3.315357 -2.486277 4.06 1.91 -1.14
N 4.454872 1.835492 -2.658931 -0.74 -2.27 -1.38
H 6.589703 2.739376 -3.090021 -0.22 0.14 0.19
H 6.476849 4.149497 -2.145454 -0.34 -0.28 0.18
H 4.977995 1.596488 -3.489186 -0.49 -0.26 0.16
H 3.556644 1.390191 -2.536565 0.24 0.42 0.28
C 7.922048 -7.900160 4.378781 -0.12 1.76 -2.44
O 9.103413 -7.737661 4.548284 0.85 -0.90 0.86
N 7.008896 -8.651368 4.963468 -1.05 -1.68 1.90
N 7.320544 -7.215871 3.344593 0.60 1.46 -1.22
H 7.257812 -9.480779 5.483299 -0.30 0.50 0.21
H 6.072414 -8.282204 4.880931 0.10 -0.89 0.31
H 6.352696 -7.149498 3.063566 0.31 -0.40 0.31
H 7.991066 -6.669447 2.823116 -0.39 0.15 0.08
C -7.169433 3.086437 -2.284520 -2.93 -0.86 -1.62
O -8.206637 2.517379 -2.442977 -3.07 -2.05 -0.01
N -6.854387 3.686822 -1.201607 1.99 2.06 4.49
N -6.399576 3.312414 -3.292478 3.41 0.62 -3.32
H -5.864464 3.881356 -1.153582 -0.30 0.27 1.12
H -7.434020 3.503854 -0.394977 0.55 -0.01 0.00
H -5.517125 3.775218 -3.127573 -0.18 -0.12 -0.86
H -6.747705 3.035565 -4.199268 0.54 0.05 0.21
C -0.649731 5.028664 -5.208992 -1.29 -3.24 -5.50
O -0.741947 3.949611 -5.810452 0.64 -0.30 0.92
N -0.750039 6.131353 -5.852350 0.65 4.31 -4.14
N -0.759405 5.263143 -3.991613 -0.16 -1.58 8.52
H -0.679547 6.997819 -5.338191 -0.03 0.06 -0.92
H -0.627899 6.022121 -6.848969 0.05 0.81 0.11
H -0.949952 4.397797 -3.506882 0.32 0.44 1.02
H -0.488587 6.119624 -3.529876 -0.18 -0.55 -0.03
C -3.506681 6.559629 5.565123 1.33 -0.17 -2.05
O -2.690292 7.020234 4.811665 1.74 1.28 -1.16
N -4.288085 5.583494 5.248373 -2.50 -2.91 -2.48
N -3.678180 6.818462 6.802133 0.34 3.08 6.41
H -4.673850 5.074879 6.031057 0.01 -0.65 -1.00
H -4.034852 5.244938 4.331119 -0.82 -0.85 0.23
H -3.015417 7.440478 7.242506 -0.39 0.14 -0.02
H -4.595534 6.750025 7.219117 0.36 0.02 0.02
```
Positions in Å, forces in eV/Å.

Results
- HOMO (eV) = -6.888

Here are the Löwdin charges for atoms 1 to 6, given in e: 0.74, -0.45, -0.10, -0.22, -0.55, 0.10

# 3
A cluster of 8 separate species, C14H46N6O10 in total at a distorted geometry. Source: the Open Molecules 2025 dataset; level of theory: wB97M-V/def2-TZVPD.

The geometry in XYZ format:
```
76
Properties=species:S:1:pos:R:3:forces:R:3
C -11.161376 12.399900 -1.126345 -2.94 -1.03 0.99
O -12.013201 11.859222 -0.406753 0.50 -1.00 0.84
N -10.324298 11.851442 -1.913073 4.07 -4.23 -2.43
N -11.204601 13.652725 -1.345194 -1.42 6.34 0.85
H -10.107730 10.870602 -1.807453 0.06 0.08 -0.03
H -9.687366 12.434035 -2.437480 -0.14 -0.47 0.09
H -12.018661 14.068352 -0.915467 -0.17 0.73 -0.09
H -10.604701 14.241295 -1.905368 -0.15 -0.52 0.11
C -14.585955 14.124794 0.593919 1.64 1.76 -3.51
O -14.041591 14.698360 -0.319363 1.07 1.13 -1.81
N -14.276144 13.008238 1.078957 3.69 -7.11 2.73
N -15.649098 14.483250 1.178327 -6.06 3.92 2.81
H -14.613687 12.796457 2.007030 0.32 -0.62 -0.50
H -13.610947 12.380828 0.650045 0.48 0.41 -0.17
H -16.216512 15.233840 0.811248 0.21 0.00 0.54
H -15.863600 13.978453 2.026424 -0.90 0.74 -0.43
C -12.892323 9.260578 5.294193 2.29 0.12 -0.43
O -13.336882 9.744633 6.522540 -0.65 -0.01 0.27
C -12.992909 11.036311 6.949804 -1.07 -0.88 1.28
C -11.864914 10.911690 8.063806 -1.40 0.60 0.12
N -11.579077 12.139614 8.839452 1.00 -3.57 0.53
C -11.303145 11.906407 10.262467 -0.38 0.68 0.27
C -10.977949 13.240421 11.018640 -0.97 -0.57 2.09
O -10.898754 13.154886 12.477316 -1.17 -1.88 -1.07
C -9.695263 12.553965 13.007175 1.03 2.17 -1.04
H -12.624180 8.207026 5.373065 -0.31 0.00 0.15
H -11.950658 9.780100 5.116811 0.24 -0.15 -0.70
H -13.511337 9.387546 4.406039 -0.60 0.24 0.29
H -13.927673 11.230241 7.475829 0.26 1.18 0.20
H -12.761285 11.802621 6.210059 0.06 -0.29 -0.26
H -10.949545 10.635525 7.540416 0.20 0.01 0.05
H -12.187835 10.149187 8.772608 -0.04 -0.12 -0.30
H -10.665919 12.370619 8.474909 0.92 2.93 -1.29
H -10.439178 11.246372 10.184915 0.52 -0.17 0.17
H -12.087403 11.291335 10.703737 -0.15 0.38 0.27
H -11.911781 13.789104 10.896121 0.37 0.59 -0.15
H -10.095202 13.771925 10.663191 -0.22 -0.17 -0.33
H -9.068805 13.415784 12.777143 1.40 -0.50 0.27
H -9.283763 11.666205 12.526937 -0.54 -0.17 -0.27
H -9.618048 12.434932 14.087904 -1.08 -0.01 -0.10
C -4.833848 12.901383 7.640728 1.41 2.06 -1.64
O -6.112724 12.660233 8.062968 -2.51 -0.59 1.93
C -6.752829 13.841515 8.597520 -0.31 0.63 -1.90
C -8.288195 13.711064 8.844094 0.67 -1.20 1.56
N -9.136617 13.241013 7.785702 -0.01 -0.90 -2.34
C -9.188480 14.105114 6.576311 -1.76 0.54 0.04
C -10.144657 13.513889 5.417817 0.20 1.20 0.36
O -10.023098 14.361137 4.279856 0.62 0.21 0.14
C -11.039938 14.330876 3.260745 0.04 -1.28 0.81
H -4.897028 13.355771 6.651968 0.06 0.06 -0.54
H -4.124298 12.085760 7.501437 -0.68 -0.54 0.70
H -4.364544 13.712734 8.197117 0.30 -0.24 0.61
H -6.719843 14.603628 7.818940 0.26 0.21 -0.51
H -6.145297 14.326892 9.361341 -0.34 -0.52 0.76
H -8.800339 14.585488 9.245575 0.85 0.69 -0.19
H -8.476481 12.992577 9.641865 0.47 -0.29 0.28
H -8.801306 12.356145 7.432626 0.56 -0.45 0.21
H -8.228008 14.424086 6.171523 0.24 -0.84 -0.35
H -9.527313 15.049502 7.002274 -0.73 0.24 -0.51
H -11.216959 13.420723 5.589833 -0.35 0.68 1.09
H -9.926196 12.451384 5.310739 0.95 -0.27 -0.80
H -12.044152 14.384721 3.681159 -0.14 0.20 0.33
H -10.977347 13.352227 2.784899 -0.04 0.07 -0.48
H -10.945641 15.135075 2.531053 0.53 -0.06 0.33
O -10.133093 9.008457 0.148699 0.14 0.07 -0.30
H -10.728441 9.188864 0.876192 -0.40 0.25 -0.04
H -9.481811 8.409839 0.514363 0.25 -0.19 0.06
O -11.623914 10.567291 2.294932 0.16 -0.46 0.69
H -12.478749 10.997866 2.284922 -0.23 0.10 -0.31
H -11.060772 11.139707 1.773933 0.07 0.29 -0.56
O -10.275636 8.137473 3.365102 0.20 -0.10 0.26
H -10.660672 7.263777 3.297068 0.00 -0.32 -0.02
H -10.767189 8.665974 2.736366 -0.28 0.44 0.01
O -15.096445 11.975149 3.640103 0.06 0.20 0.23
H -14.619831 11.250126 4.044329 0.14 -0.21 0.15
H -15.957692 11.611371 3.434808 -0.38 -0.16 -0.05
```
Positions in Å, forces in eV/Å.

Results
- charge = +1
- spin multiplicity = 2
- HOMO (alpha / beta) (eV) = -11.042 / -11.042
- expectation value of S² = 0.754

Here are the Löwdin charges for atoms 1 to 6, given in e: -0.78, 0.00, 0.19, 0.18, 0.11, 0.12

Question: Number 1 is which compound?
Answer: C14H46B2CsLiN2O2